A structure of composition C7H14AgF12N8O12S4, computed with the ωB97M-V functional and the def2-TZVPD basis.

```
58
Properties=species:S:1:pos:R:3:forces:R:3:mulliken_charge:R:1
Ag 0.182007 -0.199081 -0.375216 -0.7352 -0.1016 0.7900 4.0161
C -1.541469 2.301853 -3.543189 -0.3569 -0.5178 0.3606 0.5904
F -2.220379 3.434554 -3.461453 -0.4225 0.3019 0.1860 -0.2262
F -1.593673 1.876277 -4.777922 0.1269 -0.2171 -0.4008 -0.1901
F -0.294270 2.553834 -3.188007 0.3588 -0.1761 0.0872 -0.1801
S -2.368127 1.068285 -2.339307 -1.3695 2.1583 1.0456 0.4644
O -2.613007 1.936608 -1.185041 0.9929 -1.1578 -0.7295 -0.8484
O -3.607530 0.661489 -2.962025 1.6083 -0.6128 -0.1495 -0.5304
N -1.254074 -0.114555 -1.993397 -1.4880 0.6970 -1.1774 -0.4333
S -1.325765 -1.304372 -3.134975 1.5026 -1.4647 -2.0810 0.4703
O -1.409549 -0.851716 -4.515652 -0.7839 0.1683 2.0382 -0.5911
O -0.244011 -2.201918 -2.869122 -0.1219 0.4237 0.6501 -0.5528
C -2.848869 -2.355455 -2.690252 -0.2068 0.5491 -0.2308 0.7745
F -3.607964 -2.532060 -3.760223 0.0108 0.1622 -0.1082 -0.2442
F -2.430438 -3.530380 -2.275514 0.0804 -0.1398 0.1609 -0.1999
F -3.566492 -1.770978 -1.734253 0.0593 -0.2058 0.1229 -0.2189
C 4.346673 -0.921611 -0.153698 -0.9832 1.0025 -0.4879 0.6535
F 3.939732 0.293082 0.237887 -0.1356 0.1972 0.2201 -0.2552
F 5.506821 -0.763683 -0.763318 0.1029 -0.3927 0.0202 -0.2066
F 4.480199 -1.672040 0.932873 0.1110 -0.3038 -0.1434 -0.2645
S 3.110471 -1.644113 -1.383096 0.3800 -1.3751 -0.2294 0.6416
O 2.907893 -0.720117 -2.465076 -0.2202 0.2549 0.7182 -0.7833
O 3.856679 -2.828692 -1.738489 -1.0142 0.4590 0.6918 -0.5788
N 1.670426 -1.880026 -0.456837 2.6518 0.1698 -1.1096 -0.1793
S 1.529970 -3.501088 -0.285986 -1.1071 -2.3632 -0.5459 0.8444
O 1.312679 -4.115649 -1.574418 0.0720 0.3161 1.1358 -0.5799
O 2.442697 -4.127556 0.640783 -0.0252 0.9344 -0.3635 -0.6283
C -0.097358 -3.702958 0.668582 1.3042 0.2975 -0.6206 0.5122
F -0.378140 -5.000315 0.639548 -0.0909 0.2073 0.1509 -0.2192
F 0.131292 -3.324021 1.934329 -0.6232 0.0657 -0.1983 -0.2565
F -1.089647 -3.023260 0.117983 -0.0493 -0.1079 0.2919 -0.2105
O 1.512773 1.236220 -1.507486 0.6075 0.6412 -0.8220 -0.4964
H 1.913562 0.832161 -2.296392 0.0462 -0.1460 0.2912 0.2439
H 1.872234 2.128493 -1.469176 -0.2689 0.0069 0.2899 0.1687
C -2.206591 0.081677 1.860743 -1.0747 0.1936 -1.2149 0.2356
O -1.678195 -0.716149 1.080393 0.2151 0.4406 0.6328 -0.4049
N -3.165192 0.957956 1.453128 -0.1155 0.0515 0.5873 -0.2657
N -1.977388 0.112756 3.200916 0.7875 -0.2202 -0.0184 -0.4742
H -3.524854 1.639700 2.093197 -0.0386 0.0409 0.1067 0.1773
H -3.453937 1.078281 0.497105 0.5036 -0.2908 -0.2110 0.1445
H -1.256778 -0.485980 3.563096 -0.1696 -0.1416 0.0389 0.2627
H -2.468073 0.745482 3.797027 -0.0982 0.0004 0.2247 0.1407
C 1.739100 0.278584 2.821233 0.5441 -1.0153 -0.7217 0.3781
O 1.205347 0.116868 1.721809 0.1030 0.2150 1.1239 -0.7134
N 1.270298 1.141365 3.788445 -0.8939 0.3354 -0.1611 -0.4609
N 2.861010 -0.386795 3.174608 -0.0993 0.3460 -0.0267 -0.3360
H 0.267064 1.117275 3.908080 0.0374 0.3081 -0.2038 0.2469
H 1.779282 1.270798 4.642889 0.1760 -0.2255 0.0934 0.1870
H 3.346948 -0.919792 2.480926 0.0677 -0.2241 -0.0948 0.1388
H 3.198192 -0.362035 4.116017 0.1723 -0.0710 0.0413 0.1936
C -0.504805 3.006703 1.045678 1.1431 -0.6386 -2.8187 0.2009
O -0.181156 1.978000 0.430663 -0.7710 0.5595 1.3607 -0.2104
N -1.582491 3.732114 0.714096 -0.2073 1.6242 1.2903 -0.2321
N 0.358461 3.618013 1.934291 -0.4047 -0.4192 0.7089 -0.4573
H -2.303675 3.549699 0.040165 0.4803 -0.6709 -0.3722 0.2564
H -1.577152 4.639552 1.154210 -0.5374 -0.0845 -0.0191 0.1201
H 0.997055 2.994565 2.399979 0.2871 0.0649 -0.2515 0.1634
H 0.632184 4.574150 1.808839 -0.1203 0.0911 0.0510 0.2029
```
Positions in Å, forces in eV/Å.

The energy is -4554.15124 a.u. The expectation value of S² is 0.75. Its multiplicity is 2. The value obtained for the energy above the lowest of the compared OMol25 structures with the same formula, charge and spin is 1.746 eV. The frontier orbital gap (alpha / beta) comes out at 0.3486 / 0.2169 Ha.

***

An isolated molecule of C7H14BNO, computed with the ωB97M-V functional and the def2-TZVPD basis.

```
24
Properties=species:S:1:pos:R:3:forces:R:3:mulliken_charge:R:1
C 2.928607 -0.097661 -1.290612 -2.0017 0.3054 0.1729 -1.3443
C 1.973440 -0.532831 -0.128161 0.7780 1.1791 -0.9701 0.5202
C 2.401301 0.086549 1.174567 0.7703 1.0699 0.9722 -1.2189
O 0.692593 0.078426 -0.463074 2.7748 -0.6889 -0.2409 -0.5801
B -0.472308 -0.327100 0.005016 -3.5111 -0.3701 -0.1420 0.5008
C -1.181417 -1.621367 0.613137 -0.1714 0.3109 0.0353 -0.4390
C -2.487731 -1.360561 0.781617 0.3489 0.6931 0.5532 -0.5662
C -2.897450 0.012263 0.247469 4.5404 -3.6059 -0.9188 -0.6736
N -1.593219 0.544521 -0.195413 -1.3835 -0.4772 1.0488 -0.0376
C -1.770606 1.865247 -0.719965 1.6311 -1.6652 -0.9052 -0.9639
H 3.915193 -0.529494 -1.216370 0.2584 0.1627 -0.0035 0.4245
H 2.432172 -0.352936 -2.216802 0.1653 -0.7847 -0.4167 0.3526
H 2.874408 1.011364 -1.408710 0.6265 -0.6449 0.8044 0.2919
H 1.923204 -1.631837 0.089756 -0.2622 0.7347 -1.0337 0.2554
H 1.895649 1.077916 1.324171 0.7881 -0.7196 -0.3023 0.2422
H 3.526542 0.162281 1.381204 -1.6035 -0.1417 -0.5556 0.3251
H 1.972330 -0.571318 1.896227 -0.1114 -0.2199 1.2100 0.3556
H -0.866215 -2.589194 0.934592 0.7115 -0.3749 0.2775 0.4741
H -3.107723 -1.957640 1.454970 -0.2223 -0.0415 -0.7172 0.3318
H -3.432696 -0.132928 -0.626300 -1.7010 -0.2676 -1.7540 0.4077
H -3.441818 0.517471 0.926405 -1.5484 2.3456 2.3790 0.4324
H -2.177781 2.373523 0.105721 -0.7853 1.7666 0.2661 0.3406
H -0.789107 2.175214 -1.010904 0.6220 0.9363 0.0721 0.2904
H -2.317373 1.800085 -1.658541 -0.7134 0.4976 0.1684 0.2783
```
Positions in Å, forces in eV/Å.

The energy is -429.98133 a.u. The value obtained for the energy above the lowest of the compared OMol25 structures with the same formula, charge and spin is 0.000 eV. The frontier orbital gap comes out at 0.3428 Ha.

***

A cluster of 3 separate species, C7H14BNO4 in total, computed with the ωB97M-V functional and the def2-TZVPD basis.

```
27
Properties=species:S:1:pos:R:3:forces:R:3:mulliken_charge:R:1
C 2.547375 -1.965297 1.022436 0.0366 2.8286 -1.0198 -1.4099
C 2.431523 -0.411373 1.041385 0.2567 -0.4600 1.2478 -0.4122
C 1.414534 0.271960 0.175823 1.2401 -0.9805 -2.1766 -0.3552
C 1.347224 1.695722 0.687163 -0.3478 1.6147 -4.3552 -0.4212
C 0.316752 2.479269 -0.243426 2.0456 0.1293 0.6596 -0.6271
N -1.015520 2.068992 0.014824 -0.8612 -1.2894 -0.2667 -0.0323
B -1.522249 0.792395 -0.180444 -0.3057 0.7087 0.4994 0.2768
O -2.168981 -0.234440 -0.191447 0.1511 -0.5559 -0.4026 -0.6695
H 1.633248 -2.525413 1.035158 -0.3576 -0.1434 0.0353 0.3644
H 3.123342 -2.054173 0.153080 0.5189 -1.3536 -1.6958 0.3643
H 3.220706 -2.156873 1.790490 0.8119 -1.0007 1.6818 0.4087
H 3.479339 0.077280 0.914260 -1.7572 -0.8594 0.4700 0.2672
H 1.968854 -0.193987 2.020677 1.0880 0.2629 0.2184 0.2774
H 0.495885 -0.204160 0.391184 -1.3151 -0.6002 0.4458 0.0835
H 1.507203 0.000370 -0.971603 0.3097 1.3057 1.9138 0.3139
H 2.313859 2.294421 0.451521 -1.2306 -1.2681 1.4176 0.2662
H 0.892968 1.602812 1.657533 0.5859 0.7702 0.7660 0.3604
H 0.567317 2.291665 -1.302996 0.1502 0.2244 0.4162 0.3275
H 0.470873 3.542961 -0.024824 -0.4903 -0.1544 -0.2219 0.3667
H -1.712979 2.729086 0.255490 -0.3801 0.7944 0.1905 0.2217
O -3.897786 -1.527009 1.698811 1.1998 -2.2375 1.0894 -0.3611
C -4.213957 -0.524830 1.267224 -0.6222 -0.3918 -0.0544 0.7793
O -4.696063 0.425708 0.868548 -0.7652 2.5918 -0.9205 -0.3842
C -2.160762 -2.107617 -3.095194 0.8486 -0.9333 -0.2037 -0.0817
O -1.176792 -1.525694 -3.429256 0.9503 0.7982 -0.1265 -0.3909
H -2.055757 -3.049495 -2.544253 -0.4067 -0.0944 0.3970 0.2165
H -3.110161 -1.792290 -3.462152 -1.3538 0.2937 -0.0049 0.2509
```
Positions in Å, forces in eV/Å.

The energy is -655.71482 a.u. The frontier orbital gap comes out at 0.3807 Ha.

***

A structure of composition C7H14BrN2Si, computed with the ωB97M-V functional and the def2-TZVPD basis.

```
25
Properties=species:S:1:pos:R:3:forces:R:3:mulliken_charge:R:1
C 0.020094 2.224288 -0.218436 0.2385 -3.1063 0.4896 -0.8639
C -1.261809 1.629901 -0.015206 -2.2057 2.8145 -0.1201 1.2404
C 1.145910 1.559466 0.065199 -2.3002 -2.0185 3.4466 0.1616
C -2.323241 2.749876 0.127245 -1.3640 0.2539 0.1775 -1.4694
C 2.425990 2.183351 0.131078 1.8028 0.2836 -1.4217 -1.1544
C 0.399078 -4.187175 -0.226844 -0.8673 1.6761 -0.7667 -1.0679
C 0.962270 -2.939803 0.605456 -0.7213 -2.7349 -3.0018 -0.3901
N -1.582265 0.375982 0.009622 3.0568 -0.8495 -1.7965 -0.1807
N 0.286494 -1.734562 0.367167 -0.9966 1.5008 -2.2796 -0.0496
Si -0.463148 -1.020433 -0.870736 0.1936 0.3446 4.8320 0.2450
Br -3.261259 -0.259310 0.070476 -1.4061 -0.2412 0.2796 0.1156
H -0.040589 3.243791 -0.258849 0.3834 2.4467 -0.9540 0.3935
H -2.757870 2.634048 1.122052 -0.4370 -0.4481 0.0321 0.4432
H -3.195933 2.599098 -0.630171 1.6226 0.4073 1.2497 0.3538
H -2.008343 3.865336 0.236414 0.0731 -2.2101 -1.0097 0.3324
H 3.154435 1.363401 -0.058603 0.1241 1.0149 0.2288 0.3133
H 2.685392 2.780899 1.031276 -0.3553 -0.6947 -0.3495 0.3119
H 2.355866 2.869268 -0.730028 1.0043 0.0767 0.3274 0.3389
H -0.704536 -4.041109 -0.234153 0.4971 0.0786 -0.5845 0.3080
H 0.826911 -4.312964 -1.279297 -0.6140 0.2852 1.4951 0.2535
H 0.448328 -5.089562 0.331133 0.7990 -0.9184 0.3876 0.3784
H 1.994711 -2.999801 0.378978 1.3055 0.8795 -0.0553 0.2377
H 0.829116 -3.246482 1.571929 -0.2169 -0.2864 2.7990 0.3539
H -0.894762 -0.809904 -2.174872 -0.3441 0.0201 -1.7576 -0.0084
H 0.959159 0.562392 0.649178 0.7279 1.4255 -1.6480 0.4032
```
Positions in Å, forces in eV/Å.

The energy is -3247.73858 a.u. As for the net charge: +1. The value obtained for the energy above the lowest of the compared OMol25 structures with the same formula, charge and spin is 1.626 eV. The frontier orbital gap comes out at 0.3035 Ha.